1.
14
Properties=species:S:1:pos:R:3:lowdin_charge:R:1 method="wB97M-V/def2-TZVPD" de_lowest_ev=4.837 max_force_ev_per_a=0.79 orbital_gap_ev=8.702
C -1.41 -1.36 -0.69 -0.08
C -1.03 0.69 -0.42 -0.03
O -1.17 -0.40 0.37 -0.19
C 0.36 1.20 -0.30 -0.20
C 1.25 0.78 0.86 -0.27
O 1.52 -0.61 0.89 -0.07
H -2.42 -1.26 -1.08 0.09
H -0.68 -1.24 -1.51 0.09
H -1.21 -2.31 -0.20 0.10
H 0.81 0.86 -1.26 0.14
H 0.28 2.29 -0.41 0.11
H 0.79 1.11 1.80 0.12
H 2.22 1.28 0.77 0.12
H 0.69 -1.02 1.17 0.07



2.
81
Properties=species:S:1:pos:R:3:lowdin_charge:R:1 method="wB97M-V/def2-TZVPD" charge=-1 spin_multiplicity=2 max_force_ev_per_a=4.90 orbital_gap_ev="4.993 / 6.629" s2=0.758
O -2.61 2.12 -1.17 -0.53
V -2.56 1.08 0.07 0.74
O -3.27 -0.26 -0.28 -0.48
O -0.14 -3.36 2.07 -0.28
V 0.69 -2.18 2.66 1.01
O 1.07 -2.67 4.13 -0.35
O -1.85 0.52 4.49 0.10
C -1.78 -0.06 3.25 -0.75
O -2.31 0.56 2.33 -0.03
O -1.20 -1.11 2.99 -0.02
H -2.25 1.29 4.09 0.07
O 0.45 -1.17 -1.33 0.14
C 0.30 -0.49 -0.23 -0.83
O -0.40 0.51 -0.40 -0.02
O 0.81 -0.87 0.81 -0.02
H -0.06 -0.57 -1.88 0.10
C 1.43 3.72 0.98 -0.03
O 0.37 4.73 1.22 -0.20
P -0.98 4.26 1.92 0.44
O -1.64 3.06 1.33 -0.24
O -0.60 4.17 3.51 -0.23
C -1.58 3.89 4.43 -0.14
O -1.72 5.63 1.97 -0.19
C -3.14 5.74 1.86 -0.09
H 2.26 4.24 0.51 0.09
H 1.13 2.98 0.24 0.08
H 1.64 3.28 1.96 0.07
H -1.27 2.95 4.87 0.08
H -2.59 3.90 4.02 0.10
H -1.53 4.58 5.27 0.09
H -3.55 4.80 1.50 0.10
H -3.22 6.55 1.14 0.09
H -3.68 6.23 2.66 0.09
C -1.52 -3.97 -1.41 -0.12
O -1.17 -5.20 -1.95 -0.20
P -0.95 -5.58 -3.50 0.48
O -1.81 -4.74 -4.38 -0.25
O -1.12 -7.16 -3.69 -0.18
C -2.37 -7.67 -3.36 -0.16
O 0.68 -5.50 -3.76 -0.22
C 1.24 -4.24 -3.98 -0.14
H -2.34 -4.06 -0.70 0.10
H -1.94 -3.23 -2.09 0.09
H -0.77 -3.50 -0.78 0.08
H -2.54 -8.37 -4.18 0.09
H -3.22 -7.06 -3.07 0.10
H -2.49 -8.34 -2.51 0.08
H 1.99 -3.95 -3.24 0.09
H 0.49 -3.46 -3.92 0.07
H 1.66 -4.10 -4.97 0.09
C 5.74 -0.84 3.47 -0.11
O 4.88 0.02 4.23 -0.22
P 3.42 0.46 3.53 0.60
O 2.41 -0.62 3.32 -0.28
O 3.97 1.23 2.13 -0.22
C 3.94 0.67 0.86 -0.14
O 3.00 1.74 4.40 -0.21
C 1.62 2.08 4.68 -0.06
H 6.60 -1.13 4.07 0.09
H 6.12 -0.42 2.54 0.08
H 5.23 -1.76 3.16 0.09
H 4.84 0.17 0.51 0.08
H 3.71 1.30 0.00 0.09
H 3.23 -0.17 0.86 0.07
H 1.49 2.23 5.75 0.10
H 0.98 1.28 4.31 0.08
H 1.43 3.03 4.19 0.07
O -1.33 0.05 -5.87 0.07
C -1.61 0.08 -4.69 -0.48
O -1.03 0.82 -3.71 -0.03
C 0.26 1.49 -3.74 -0.17
C 0.44 2.47 -4.98 -0.07
C -2.89 -0.62 -4.08 0.04
H 1.09 0.79 -3.81 0.11
H 0.44 2.08 -2.84 0.11
H 0.40 1.82 -5.86 0.05
H 1.39 3.00 -4.96 0.06
H -0.31 3.24 -5.15 0.07
H -3.83 -0.29 -4.53 0.08
H -3.03 -0.47 -3.01 0.06
H -2.60 -1.65 -4.28 0.07



3.
141
Properties=species:S:1:pos:R:3:lowdin_charge:R:1 method="wB97M-V/def2-TZVPD" charge=+1 max_force_ev_per_a=4.11 orbital_gap_ev=8.374
C 8.91 -14.93 -27.47 -0.04
C 8.59 -13.44 -27.97 -0.10
N 9.54 -12.30 -27.49 -0.27
C 8.98 -10.98 -28.05 0.05
C 9.52 -12.17 -26.03 -0.20
C 10.36 -11.00 -25.32 -0.02
C 10.99 -12.67 -27.84 -0.04
C 11.25 -13.10 -29.31 -0.20
O 11.00 -12.00 -30.13 -0.20
C 11.31 -12.19 -31.52 -0.06
H 8.35 -15.63 -28.08 0.06
H 8.72 -15.14 -26.42 0.08
H 9.95 -15.19 -27.64 0.05
H 7.63 -13.15 -27.53 0.11
H 8.54 -13.32 -29.05 0.12
H 7.92 -10.97 -27.79 0.11
H 9.00 -11.15 -29.13 0.09
H 9.70 -10.22 -27.77 0.12
H 9.94 -13.04 -25.53 0.12
H 8.49 -12.14 -25.68 0.13
H 11.38 -10.99 -25.71 0.08
H 10.46 -11.17 -24.25 0.09
H 9.82 -10.07 -25.52 0.07
H 11.34 -13.40 -27.11 0.13
H 11.54 -11.74 -27.71 0.12
H 10.70 -14.00 -29.58 0.11
H 12.29 -13.41 -29.44 0.14
H 10.88 -13.12 -31.87 0.08
H 12.40 -12.19 -31.65 0.10
H 10.83 -11.45 -32.17 0.09
C 12.58 -18.38 -17.67 -0.04
C 13.52 -18.26 -18.92 -0.11
N 14.31 -16.89 -19.18 -0.21
C 15.11 -16.87 -20.45 0.01
C 13.40 -15.61 -19.20 -0.15
C 12.46 -15.57 -20.37 -0.08
C 15.34 -16.63 -17.97 -0.02
C 16.01 -17.89 -17.26 -0.18
O 16.75 -18.55 -18.28 -0.20
C 17.28 -19.83 -17.95 -0.07
H 12.21 -19.40 -17.65 0.09
H 11.78 -17.66 -17.57 0.08
H 13.16 -18.16 -16.77 0.06
H 12.92 -18.40 -19.82 0.09
H 14.35 -18.96 -19.02 0.11
H 15.87 -17.65 -20.51 0.11
H 15.55 -15.87 -20.51 0.13
H 14.38 -17.04 -21.24 0.07
H 14.08 -14.76 -19.07 0.13
H 12.72 -15.56 -18.34 0.11
H 12.88 -15.16 -21.29 0.07
H 11.69 -14.82 -20.22 0.09
H 12.05 -16.53 -20.67 0.08
H 14.72 -16.22 -17.18 0.11
H 15.95 -15.79 -18.31 0.13
H 15.22 -18.54 -16.89 0.09
H 16.52 -17.63 -16.33 0.13
H 17.95 -20.30 -18.67 0.10
H 16.49 -20.53 -17.68 0.08
H 17.80 -19.75 -16.99 0.09
C 15.45 -23.79 -26.54 -0.11
C 15.95 -22.54 -25.83 -0.24
C 15.11 -22.16 -24.59 -0.19
C 13.73 -21.46 -24.77 -0.08
N 12.92 -21.10 -23.49 -0.19
C 12.27 -22.30 -22.77 -0.08
C 10.92 -21.82 -22.19 -0.16
C 10.48 -20.80 -23.24 -0.16
C 11.74 -20.16 -23.85 -0.09
C 13.91 -20.35 -22.52 0.06
H 14.44 -23.60 -26.92 0.06
H 15.48 -24.65 -25.87 0.07
H 16.13 -24.03 -27.36 0.08
H 15.80 -21.71 -26.51 0.11
H 16.98 -22.60 -25.48 0.12
H 15.79 -21.46 -24.10 0.09
H 15.06 -22.95 -23.85 0.11
H 13.05 -21.98 -25.45 0.12
H 13.85 -20.49 -25.24 0.12
H 12.86 -22.76 -21.98 0.13
H 12.06 -23.06 -23.53 0.13
H 11.02 -21.25 -21.27 0.11
H 10.11 -22.54 -22.07 0.12
H 9.79 -20.14 -22.72 0.12
H 9.93 -21.40 -23.97 0.10
H 11.97 -19.16 -23.49 0.09
H 11.66 -20.20 -24.94 0.10
H 14.69 -21.10 -22.33 0.09
H 13.44 -20.16 -21.55 0.09
H 14.39 -19.52 -23.03 0.10
C 7.63 -25.36 -29.80 -0.09
C 8.14 -24.96 -28.43 -0.24
C 7.77 -23.46 -27.97 -0.15
C 8.49 -22.44 -28.80 -0.11
N 8.22 -20.93 -28.36 -0.23
C 8.99 -19.87 -29.16 -0.07
C 9.22 -18.68 -28.17 -0.15
C 9.30 -19.29 -26.81 -0.14
C 8.75 -20.71 -26.94 -0.10
C 6.73 -20.61 -28.47 0.03
H 7.79 -26.44 -29.81 0.09
H 8.18 -24.78 -30.54 0.07
H 6.57 -25.10 -29.78 0.08
H 9.22 -25.07 -28.38 0.10
H 7.93 -25.70 -27.65 0.11
H 8.29 -23.29 -27.03 0.10
H 6.71 -23.24 -27.81 0.11
H 8.16 -22.41 -29.84 0.13
H 9.58 -22.44 -28.89 0.14
H 8.67 -19.65 -30.18 0.14
H 9.95 -20.35 -29.32 0.13
H 8.36 -18.03 -28.30 0.09
H 10.04 -18.01 -28.43 0.13
H 8.67 -18.75 -26.11 0.13
H 10.33 -19.28 -26.45 0.11
H 7.95 -20.95 -26.23 0.13
H 9.51 -21.46 -26.74 0.12
H 6.08 -20.95 -27.66 0.11
H 6.49 -20.90 -29.49 0.11
H 6.62 -19.53 -28.40 0.10
As 12.67 -16.43 -24.70 0.92
F 12.24 -14.97 -23.88 -0.25
F 14.31 -15.80 -25.03 -0.24
F 13.23 -18.01 -25.52 -0.32
F 11.03 -17.20 -24.44 -0.33
F 12.17 -15.94 -26.31 -0.27
F 13.21 -17.08 -23.10 -0.30
As 17.66 -17.91 -24.66 0.96
F 16.66 -19.27 -25.38 -0.33
F 18.31 -19.00 -23.42 -0.31
F 18.56 -16.53 -24.00 -0.28
F 17.01 -16.75 -25.90 -0.29
F 16.18 -17.40 -23.68 -0.34
F 19.06 -18.34 -25.79 -0.32
As 15.51 -12.41 -26.94 0.90
F 14.09 -11.40 -27.35 -0.32
F 16.18 -10.93 -26.19 -0.30
F 17.05 -13.29 -26.58 -0.29
F 14.76 -13.91 -27.74 -0.34
F 16.17 -11.94 -28.52 -0.30
F 14.81 -12.91 -25.38 -0.30



4.
23
Properties=species:S:1:pos:R:3:lowdin_charge:R:1 method="wB97M-V/def2-TZVPD" charge=+1 de_lowest_ev=2.540 max_force_ev_per_a=4.57 orbital_gap_ev=9.760 smiles=N#C[C@H](N)N1CC[NH2+]CC1
N -3.33 -1.30 -0.88 0.19
C -2.79 -0.67 -0.09 -0.17
C -1.84 0.23 0.57 -0.40
N -2.37 1.58 0.39 0.04
N -0.39 0.08 0.35 -0.11
C 0.30 -1.15 0.74 -0.15
C 1.79 -0.88 0.84 -0.10
N 2.19 -0.39 -0.48 0.10
C 1.44 0.87 -0.97 -0.07
C 0.03 0.48 -0.98 -0.19
H -1.95 -0.02 1.73 0.18
H -2.17 2.21 1.23 0.12
H -3.30 1.85 -0.02 0.13
H 0.24 -1.97 -0.03 0.15
H -0.11 -1.37 1.64 0.10
H 2.05 -0.29 1.68 0.13
H 2.32 -1.89 1.12 0.18
H 3.12 0.01 -0.51 0.18
H 2.15 -1.10 -1.16 0.16
H 1.68 1.26 -1.90 0.12
H 1.54 1.73 -0.32 0.15
H -0.61 1.21 -1.38 0.12
H 0.00 -0.47 -1.59 0.15



5.
8
Properties=species:S:1:pos:R:3:lowdin_charge:R:1 method="wB97M-V/def2-TZVPD" de_lowest_ev=4.948 max_force_ev_per_a=1.12 orbital_gap_ev="8.524 / 8.525"
C -1.07 -0.07 0.08 0.02
C 0.51 -0.07 -0.74 -0.22
O -0.10 1.07 -0.76 -0.03
C 1.77 -0.10 0.06 -0.20
N 2.80 -0.33 0.54 0.14
H -1.57 0.78 0.56 0.10
H -1.69 -0.61 -0.62 0.09
H -0.64 -0.68 0.88 0.10



6.
9
Properties=species:S:1:pos:R:3:lowdin_charge:R:1 method="wB97M-V/def2-TZVPD" de_lowest_ev=4.186 max_force_ev_per_a=3.82 orbital_gap_ev=8.064
C -0.54 -1.16 0.60 -0.38
C -1.19 -0.94 2.74 -0.82
N -0.08 0.02 0.52 0.03
O -0.45 -2.19 0.04 0.12
O -1.09 0.16 3.16 -0.06
O 0.59 0.62 -0.64 0.00
I -2.15 -2.50 3.66 0.86
H -0.27 0.72 1.15 0.10
H 0.50 -0.16 -1.30 0.15



7.
23
Properties=species:S:1:pos:R:3:lowdin_charge:R:1 method="wB97M-V/def2-TZVPD" charge=+1 de_lowest_ev=2.157 max_force_ev_per_a=5.22 orbital_gap_ev="7.517 / 7.516"
C 0.01 -0.22 -1.34 -0.59
C 1.10 0.18 -0.38 -0.48
C -1.55 -0.75 0.32 -0.63
C 1.68 1.47 -1.10 0.01
C 2.04 -0.87 0.11 -0.03
C -2.95 -0.32 0.16 -0.07
N 0.38 0.61 0.97 -0.08
N -0.79 0.08 1.17 -0.09
O 1.01 1.15 1.90 0.12
O -1.29 0.41 2.40 0.15
Cl -1.26 -2.53 0.27 0.68
Br 0.28 -1.63 -2.45 0.92
H -0.67 0.58 -1.85 0.13
H 1.20 2.44 -0.83 0.12
H 1.75 1.10 -2.11 0.08
H 2.69 1.70 -0.82 0.09
H 2.86 -0.53 0.68 0.11
H 2.62 -1.17 -0.76 0.10
H 1.36 -1.62 0.44 0.06
H -3.12 0.64 -0.06 0.05
H -3.62 -0.56 1.09 0.15
H -3.17 -1.03 -0.66 0.09
H -0.55 0.88 2.83 0.12



8.
97
Properties=species:S:1:pos:R:3:lowdin_charge:R:1 method="wB97M-V/def2-TZVPD" charge=+1 de_lowest_ev=3.805 spin_multiplicity=8 max_force_ev_per_a=4.14 orbital_gap_ev="8.250 / 8.267" s2=15.762
O -1.87 -1.10 -2.17 -0.23
O -1.39 -3.24 -1.37 -0.09
C -3.22 -0.48 -2.22 -0.18
C -3.32 0.79 -3.03 -0.06
H -3.47 -0.31 -1.16 0.09
H -3.91 -1.25 -2.61 0.13
H -2.64 1.56 -2.67 0.06
H -4.32 1.21 -2.93 0.10
H -3.15 0.60 -4.09 0.09
C -0.76 -0.52 -2.92 -0.21
C -0.58 -1.37 -4.15 -0.04
H 0.06 -0.56 -2.19 0.12
H -0.96 0.53 -3.18 0.10
H -0.48 -2.43 -3.88 0.06
H 0.32 -1.08 -4.71 0.09
H -1.45 -1.25 -4.81 0.09
C -0.12 -3.58 -0.76 -0.15
C -2.49 -4.27 -1.34 -0.12
C 1.09 -3.27 -1.59 -0.03
H -0.22 -4.65 -0.54 0.14
H -0.11 -3.03 0.19 0.10
H 1.00 -3.53 -2.65 0.09
H 1.91 -3.89 -1.19 0.10
H 1.39 -2.22 -1.49 0.07
C -2.43 -4.96 -2.66 -0.03
H -3.43 -3.76 -1.15 0.13
H -2.26 -4.88 -0.47 0.13
H -2.29 -4.24 -3.45 0.09
H -3.33 -5.55 -2.85 0.10
H -1.57 -5.61 -2.66 0.09
H -1.55 -2.48 -2.02 0.08
N 0.99 3.05 0.13 -0.11
C 1.98 3.82 0.62 -0.34
C 2.86 3.38 1.62 -0.03
C 2.97 2.09 2.18 -0.32
C 2.19 5.19 0.02 0.00
H 1.23 5.65 -0.24 0.09
H 2.81 5.15 -0.88 0.09
H 2.69 5.84 0.75 0.09
C 4.26 1.74 2.89 0.00
H 4.80 0.91 2.40 0.09
H 4.08 1.45 3.93 0.09
H 4.92 2.61 2.88 0.09
N 1.97 1.19 2.14 -0.03
C 0.52 3.14 -1.21 -0.22
C -0.77 3.65 -1.46 -0.23
C -1.69 4.01 -0.33 -0.07
C -1.15 3.84 -2.79 -0.07
H -2.12 4.29 -2.99 0.12
C -0.31 3.48 -3.84 -0.08
H -0.63 3.65 -4.87 0.11
C 0.93 2.92 -3.57 -0.05
H 1.59 2.62 -4.39 0.12
C 1.36 2.74 -2.26 -0.22
C 2.71 2.17 -1.95 -0.03
C 2.14 -0.17 2.55 -0.22
C 1.68 -0.56 3.82 -0.22
C 1.28 0.48 4.82 -0.04
C 1.61 -1.92 4.13 -0.05
H 1.17 -2.22 5.08 0.12
C 2.08 -2.88 3.23 -0.09
H 2.00 -3.94 3.48 0.11
C 2.69 -2.48 2.04 -0.05
H 3.11 -3.22 1.36 0.11
C 2.75 -1.13 1.70 -0.22
C 3.38 -0.71 0.41 -0.04
Gd -0.28 1.83 1.61 1.17
H -2.34 3.16 -0.02 0.08
H -2.37 4.80 -0.65 0.10
H -1.17 4.38 0.57 0.04
H 2.68 1.45 -1.12 0.05
H 3.43 2.97 -1.67 0.09
H 3.12 1.65 -2.83 0.09
H 1.05 0.00 5.78 0.09
H 0.41 1.08 4.52 0.02
H 2.09 1.20 4.99 0.09
H 3.99 0.20 0.54 0.07
H 2.62 -0.51 -0.36 0.06
H 4.05 -1.49 0.03 0.09
H 3.62 4.09 1.95 0.11
C -1.02 -0.10 0.96 -0.46
Si -2.17 -1.06 2.08 0.39
H -0.29 -0.89 0.70 -0.01
H -1.62 -0.02 0.02 -0.02
C -3.89 -1.33 1.41 -0.17
C -2.16 -0.02 3.63 -0.20
C -1.54 -2.79 2.41 -0.16
H -2.02 -3.12 3.34 0.05
H -0.46 -2.84 2.58 0.01
H -1.81 -3.49 1.62 0.02
H -4.47 -0.40 1.42 0.04
H -4.40 -2.05 2.06 0.04
H -3.91 -1.74 0.39 0.01
H -2.34 1.04 3.43 -0.05
H -1.19 -0.14 4.15 0.02
H -2.95 -0.39 4.29 0.05
Br -1.16 3.52 3.49 -0.06



9.
98
Properties=species:S:1:pos:R:3:lowdin_charge:R:1 method="wB97M-V/def2-TZVPD" charge=+1 max_force_ev_per_a=0.31 orbital_gap_ev=8.439
Al 0.34 -0.20 0.92 -0.06
C -0.36 -0.22 5.03 -0.24
Sb 0.81 0.56 3.45 1.50
C 2.79 0.01 4.00 -0.26
C 0.70 2.68 3.77 -0.28
C -0.63 3.19 3.30 -0.29
C -1.70 3.15 4.20 -0.06
C -2.96 3.57 3.85 -0.08
C -3.19 4.06 2.57 -0.06
C -2.14 4.12 1.67 -0.06
C -0.85 3.69 2.01 -0.29
C 0.22 3.79 0.97 -0.28
Sb 0.18 2.11 -0.39 1.49
C -1.66 2.37 -1.39 -0.25
C 1.62 2.58 -1.87 -0.26
H 0.21 -0.15 5.96 0.03
H -0.60 -1.26 4.82 0.02
H -1.29 0.34 5.10 0.00
H 2.90 0.06 5.08 0.02
H 3.50 0.68 3.53 0.02
H 2.97 -1.00 3.65 0.01
H 1.55 3.15 3.27 0.06
H 0.83 2.84 4.84 0.08
H -1.52 2.80 5.21 0.12
H -3.77 3.53 4.57 0.11
H -4.17 4.41 2.28 0.11
H -2.31 4.54 0.68 0.11
H 1.23 3.86 1.39 0.06
H 0.07 4.68 0.35 0.08
H -1.68 3.33 -1.90 0.02
H -2.48 2.31 -0.67 0.01
H -1.77 1.57 -2.12 0.02
H 1.39 3.55 -2.31 0.02
H 1.59 1.80 -2.63 -0.01
H 2.61 2.61 -1.42 0.02
C 1.14 -4.66 3.80 0.03
C 0.52 -4.76 2.42 -0.57
C 0.20 -6.19 2.03 0.03
O -0.68 -3.99 2.35 -0.03
C -0.39 -2.82 1.61 -0.18
C 0.68 -3.33 0.61 -0.12
O 1.42 -4.17 1.50 0.00
C 1.70 -2.32 -0.04 -0.32
O 1.76 -1.12 0.73 -0.17
C 1.33 -1.91 -1.47 -0.15
C 2.30 -1.23 -2.22 -0.02
C 2.03 -0.79 -3.50 -0.09
C 0.77 -0.98 -4.06 -0.08
C -0.20 -1.65 -3.33 -0.06
C 0.08 -2.12 -2.05 -0.01
C 3.08 -2.97 -0.06 -0.17
C 4.11 -2.49 0.73 -0.02
C 5.36 -3.11 0.69 -0.07
C 5.57 -4.20 -0.13 -0.08
C 4.54 -4.68 -0.92 -0.06
C 3.30 -4.07 -0.88 -0.02
C -1.66 -2.08 1.13 -0.33
O -1.17 -0.89 0.54 -0.17
C -2.55 -1.70 2.33 -0.12
C -3.13 -2.68 3.13 -0.01
C -3.94 -2.33 4.20 -0.06
C -4.20 -1.00 4.48 -0.08
C -3.65 -0.02 3.67 -0.09
C -2.83 -0.37 2.60 -0.04
C -2.51 -2.82 0.10 -0.14
C -3.24 -2.04 -0.80 -0.03
C -4.05 -2.64 -1.76 -0.07
C -4.15 -4.03 -1.83 -0.08
C -3.43 -4.80 -0.92 -0.06
C -2.63 -4.20 0.04 -0.02
H 0.49 -5.13 4.54 0.10
H 1.27 -3.60 4.06 0.08
H 2.11 -5.14 3.81 0.10
H -0.59 -6.59 2.67 0.10
H 1.08 -6.82 2.12 0.10
H -0.14 -6.22 0.99 0.09
H 0.12 -2.11 2.29 0.12
H 0.20 -3.93 -0.16 0.16
H 3.29 -1.09 -1.80 0.13
H 2.80 -0.29 -4.07 0.11
H 0.55 -0.64 -5.06 0.11
H -1.18 -1.83 -3.75 0.11
H -0.70 -2.66 -1.52 0.10
H 3.94 -1.63 1.37 0.10
H 6.16 -2.72 1.31 0.10
H 6.54 -4.68 -0.16 0.10
H 4.70 -5.54 -1.57 0.11
H 2.49 -4.44 -1.51 0.13
H -2.95 -3.73 2.92 0.12
H -4.37 -3.11 4.82 0.11
H -4.84 -0.73 5.31 0.11
H -3.86 1.03 3.86 0.09
H -2.43 0.41 1.97 0.10
H -3.17 -0.97 -0.76 0.12
H -4.62 -2.03 -2.45 0.11
H -4.77 -4.50 -2.57 0.11
H -3.50 -5.88 -0.96 0.11
H -2.09 -4.82 0.74 0.10